<one>
Here is 2 unconnected molecules or ions with the total composition C4H11N2 from OMol25. Energies are from ωB97M-V/def2-TZVPD.

Each atom is followed by the atoms it is bonded to, with distances in Å.
Element x y z (Å)
1 N -2.01117 0.42941 1.45797  H9 1.013, H14 1.015, H16 1.046
2 N -0.74460 -1.06431 -0.44010  C6 1.374, H13 1.032
3 C 0.18479 0.99691 -1.16462  C4 1.621, C6 1.509, H7 1.081, H8 1.093
4 C 1.21355 -0.16653 -1.62919  C3 1.621, C6 1.506, H15 1.088, H17 1.118
5 C 1.14727 -0.09266 0.92373  C6 1.523, H10 1.107, H11 1.090, H12 1.107
6 C 0.38054 -0.27739 -0.37954  N2 1.374, C3 1.509, C4 1.506, C5 1.523
7 H 0.50508 1.94147 -0.74695  C3 1.081
8 H -0.56590 1.11384 -1.95055  C3 1.093
9 H -3.01516 0.56584 1.44359  N1 1.013
10 H 1.87472 -0.90329 1.11940  C5 1.107
11 H 0.37686 0.02420 1.68660  C5 1.090
12 H 1.61732 0.90923 0.95254  C5 1.107
13 H -0.54995 -2.07783 -0.44013  N2 1.032
14 H -1.75543 0.13306 2.39452  N1 1.015
15 H 0.75940 -0.73479 -2.43861  C4 1.088
16 H -1.69283 -0.28923 0.76809  N1 1.046
17 H 2.27550 -0.50792 -1.55675  C4 1.118

Properties
E_HOMO: -14.3217 eV
charge: +1

<two>
Here is a gas-phase ion, C4H11N2 (charge +1) from OMol25. Energies are from ωB97M-V/def2-TZVPD.

Each atom is followed by the atoms it is bonded to, with distances in Å.
Element x y z (Å)
1 N 0.68859 0.22723 -2.03969  C5 1.476, H13 1.018, H16 1.014
2 N -0.13986 -1.81540 2.12698  C3 1.519, H9 1.025, H14 1.024, H17 1.020
3 C -0.41557 -1.21709 0.75786  N2 1.519, C4 1.321, H10 1.083
4 C -0.02638 0.03563 0.59877  C3 1.321, C6 1.502, H12 1.098
5 C 0.49197 1.49105 -1.30227  N1 1.476, C6 1.581, H8 1.117, H15 1.092
6 C -0.54823 1.23556 -0.13889  C4 1.502, C5 1.581, H7 1.085, H11 1.071
7 H -0.34782 2.18308 0.34992  C6 1.085
8 H -0.04724 2.13652 -2.03672  C5 1.117
9 H 0.76246 -2.29718 2.19300  N2 1.025
10 H -0.81716 -2.00089 0.12814  C3 1.083
11 H -1.48758 1.22515 -0.65372  C6 1.071
12 H 0.96653 0.28274 0.99579  C4 1.098
13 H -0.25432 -0.15474 -2.06917  N1 1.018
14 H -0.86647 -2.50606 2.33515  N2 1.024
15 H 1.46299 1.91873 -1.04266  C5 1.092
16 H 0.90465 0.34700 -3.02354  N1 1.014
17 H -0.32655 -1.09134 2.82104  N2 1.020

Properties
E_HOMO: -12.7437 eV
structure (SMILES): NCC/C=C/[NH3+]
charge: +1

Result of the stability comparison: <two> is the most stable of them.

<one>
Here is 2 unconnected molecules or ions with the total composition C4H11N2 from OMol25. Energies are from ωB97M-V/def2-TZVPD.

Each atom is followed by the atoms it is bonded to, with distances in Å.
Element x y z (Å)
1 N -1.58028 0.82403 0.54180  C3 1.534, C4 1.577, H7 1.098, H8 1.033
2 N -0.52758 -0.99171 -0.61597  C4 1.365, C6 1.470, H10 0.938
3 C -1.30662 1.35352 -0.87151  N1 1.534, H9 1.101, H11 1.071, H16 1.137
4 C -0.66116 -0.45439 0.63198  N1 1.577, N2 1.365, C6 1.474
5 C 2.64309 -0.83685 -0.63451  H14 1.020, H15 1.078, H17 1.145
6 C -1.19129 -1.81120 0.40878  N2 1.470, C4 1.474, H12 1.151, H13 1.096
7 H -1.19772 1.51168 1.30741  N1 1.098
8 H -2.53944 0.45172 0.63247  N1 1.033
9 H -0.27233 1.71053 -0.99458  C3 1.101
10 H 0.35067 -1.13448 -0.91404  N2 0.938
11 H -1.55280 0.66181 -1.65062  C3 1.071
12 H -2.27209 -2.19011 0.29574  C6 1.151
13 H -0.57403 -2.56365 0.91209  C6 1.096
14 H 3.64311 -0.71320 -0.47786  C5 1.020
15 H 1.96232 -1.06696 0.16921  C5 1.078
16 H -2.02906 2.22803 -0.94318  C3 1.137
17 H 2.33018 -0.43495 -1.65981  C5 1.145

Properties
E_HOMO (alpha / beta): -12.5239 / -14.5442 eV
charge: +1

<two>
Here is 2 unconnected molecules or ions with the total composition C4H11N2 from OMol25. Energies are from ωB97M-V/def2-TZVPD.

Each atom is followed by the atoms it is bonded to, with distances in Å.
Element x y z (Å)
1 N -2.13179 2.90642 -0.54469  H8 0.997, H15 1.001, H16 0.999
2 N 0.56686 -0.79794 -2.53258  C5 1.467, H7 0.947, H12 1.031
3 C 1.25678 -0.79991 2.37439  C4 1.509, H9 1.103, H10 1.091, H17 1.141
4 C 0.28456 -1.07383 1.25277  C3 1.509, C6 1.381, H13 1.128
5 C -0.12725 -1.02160 -1.25991  N2 1.467, C6 1.438, H14 1.091
6 C 0.66223 -0.89825 -0.06390  C4 1.381, C5 1.438, H11 1.242
7 H 0.31644 -1.53588 -3.07037  N2 0.947
8 H -1.64285 2.87824 0.32370  N1 0.997
9 H 1.84620 -1.69230 2.64302  C3 1.103
10 H 1.83050 0.07022 2.05189  C3 1.091
11 H 1.87989 -0.75818 -0.26288  C6 1.242
12 H 0.25205 0.13825 -2.82901  N2 1.031
13 H -0.40717 -1.94499 1.43837  C4 1.128
14 H -0.98044 -1.69079 -1.14009  C5 1.091
15 H -1.53872 3.11514 -1.32299  N1 1.001
16 H -2.85194 3.58723 -0.42138  N1 0.999
17 H 0.78465 -0.48182 3.36365  C3 1.141

Properties
E_HOMO: -12.8184 eV
charge: +1

Result of the stability comparison: <two> is the most stable of them.

<one>
Here is a gas-phase ion, C4H11N2 (charge +1) from OMol25. Energies are from ωB97M-V/def2-TZVPD.

Each atom is followed by the atoms it is bonded to, with distances in Å.
Element x y z (Å)
1 N 1.09634 1.71070 0.41908  C4 1.400, H7 1.029, H15 0.982
2 N -0.96457 0.36978 -0.45683  C4 1.733, C5 1.444, H13 1.007, H16 1.020
3 C 1.30591 -0.57010 0.44825  C4 1.448, C6 1.324, H17 1.130
4 C 0.37879 0.52709 0.62713  N1 1.400, N2 1.733, C3 1.448, H11 1.137
5 C -1.77729 -0.79304 -0.19013  N2 1.444, H9 1.155, H10 1.179, H12 1.037
6 C 1.87343 -1.04410 -0.65043  C3 1.324, H8 1.008, H14 1.096
7 H 0.82862 2.69880 0.52096  N1 1.029
8 H 2.39665 -1.90342 -0.58119  C6 1.008
9 H -2.61043 -0.97665 -0.96826  C5 1.155
10 H -1.10978 -1.73731 -0.41778  C5 1.179
11 H -0.05556 0.37330 1.66634  C4 1.137
12 H -2.20130 -0.81132 0.75601  C5 1.037
13 H -1.25897 1.30877 -0.24096  N2 1.007
14 H 1.76089 -0.58822 -1.64054  C6 1.096
15 H 1.81689 1.46162 -0.19934  N1 0.982
16 H -0.88461 0.33937 -1.47355  N2 1.020
17 H 1.58917 -1.21693 1.33066  C3 1.130

Properties
E_HOMO: -14.4187 eV
structure (SMILES): C=C[C@@H](N)[NH2+]C
charge: +1

<two>
Here is a gas-phase ion, C4H11N2 (charge +1) from OMol25. Energies are from ωB97M-V/def2-TZVPD.

Each atom is followed by the atoms it is bonded to, with distances in Å.
Element x y z (Å)
1 N 1.03801 -1.10654 -0.30036  C5 1.495, H10 1.024, H14 1.037, H16 1.020
2 N -0.38622 -0.28968 -2.41350  C4 1.401, H12 1.011, H17 1.011
3 C 0.24237 1.31694 1.65488  C6 1.540, H7 1.086, H9 1.093, H13 1.089
4 C -0.87638 0.01057 -1.13604  N2 1.401, C5 1.326, H11 1.081
5 C -0.28766 -0.46467 -0.04654  N1 1.495, C4 1.326, C6 1.498
6 C -0.47802 -0.01354 1.36887  C3 1.540, C5 1.498, H8 1.090, H15 1.093
7 H 0.36066 1.44428 2.72667  C3 1.086
8 H -1.53953 0.12583 1.57234  C6 1.090
9 H 1.22553 1.36759 1.18047  C3 1.093
10 H 1.74014 -0.61708 0.26136  N1 1.024
11 H -1.63396 0.77155 -1.01328  C4 1.081
12 H -0.59335 0.37827 -3.14382  N2 1.011
13 H -0.36371 2.14610 1.29359  C3 1.089
14 H 1.18395 -0.98463 -1.31992  N1 1.037
15 H -0.15089 -0.78210 2.07377  C6 1.093
16 H 1.06087 -2.07862 0.00897  N1 1.020
17 H -0.54182 -1.22427 -2.76747  N2 1.011

Properties
E_HOMO: -13.6186 eV
structure (SMILES): CC/C([NH3+])=C/N
charge: +1

<three>
Here is a gas-phase ion, C4H11N2 (charge +1) from OMol25. Energies are from ωB97M-V/def2-TZVPD.

Each atom is followed by the atoms it is bonded to, with distances in Å.
Element x y z (Å)
1 N 0.63042 -0.52424 0.89847  C4 1.460, C6 1.267
2 N -0.97217 1.59662 0.26761  C3 1.490, H9 1.085, H12 1.051, H14 1.011
3 C -1.28265 0.74744 -0.91731  N2 1.490, C5 1.531, H15 1.073, H16 1.080
4 C 0.41785 -1.08724 -0.43190  N1 1.460, C5 1.529, H8 1.078, H11 1.084
5 C -0.05254 -0.01610 -1.41593  C3 1.531, C4 1.529, H13 1.082, H17 1.095
6 C 1.43284 -1.08457 1.70330  N1 1.267, H7 1.088, H10 1.093
7 H 1.98910 -1.98172 1.44012  C6 1.088
8 H 1.30695 -1.58394 -0.78386  C4 1.078
9 H -0.29419 0.96887 0.83597  N2 1.085
10 H 1.56629 -0.62369 2.68550  C6 1.093
11 H -0.33310 -1.86704 -0.38578  C4 1.084
12 H -0.62640 2.53512 -0.05518  N2 1.051
13 H 0.71101 0.65949 -1.77958  C5 1.082
14 H -1.79616 1.78808 0.82075  N2 1.011
15 H -1.67579 1.33115 -1.72774  C3 1.073
16 H -2.08068 0.03793 -0.75323  C3 1.080
17 H -0.37656 -0.52703 -2.32863  C5 1.095

Properties
E_HOMO: -14.4783 eV
structure (SMILES): C=NCCC[NH3+]
charge: +1

Result of the stability comparison: <three> is the most stable of them.